ORCA calculation (wB97M-V/def2-TZVPD) on a 4-piece molecular cluster, C34H77N2O12P4S overall in a non-equilibrium geometry.

CARTESIAN COORDINATES (ANGSTROEM)
S1 3.27 3.71 -0.45
P1 4.62 3.47 -1.88
N1 5.55 1.94 -1.57
C1 4.85 0.85 -2.34
C2 5.48 -0.65 -2.16
C3 7.10 -0.70 -1.92
C4 7.40 -1.94 -0.85
C5 7.35 -1.44 0.74
C6 8.71 -0.60 1.10
C7 8.73 0.01 2.64
C8 7.39 0.89 3.00
C9 6.22 0.02 3.80
C10 4.84 0.96 3.67
C11 3.68 0.57 4.76
C12 2.15 0.87 4.17
N2 2.01 0.04 2.91
C13 1.91 0.73 1.56
C14 1.84 -0.52 0.51
C15 1.87 -1.92 1.42
C16 1.97 -1.47 3.00
H1 3.90 3.35 -3.15
H2 5.47 4.66 -1.83
H3 5.64 1.73 -0.54
H4 6.50 2.10 -1.99
H5 4.71 1.16 -3.49
H6 3.73 0.79 -1.92
H7 5.28 -1.23 -3.18
H8 4.91 -1.30 -1.33
H9 7.71 -0.97 -2.89
H10 7.57 0.25 -1.43
H11 8.40 -2.49 -1.11
H12 6.53 -2.75 -0.97
H13 7.30 -2.40 1.45
H14 6.37 -0.83 0.98
H15 8.92 0.23 0.30
H16 9.61 -1.36 1.04
H17 9.64 0.78 2.65
H18 8.91 -0.81 3.45
H19 6.92 1.41 2.05
H20 7.69 1.76 3.75
H21 6.47 -0.16 4.93
H22 6.01 -0.99 3.22
H23 5.11 2.11 3.85
H24 4.52 0.88 2.55
H25 3.79 -0.58 5.00
H26 3.80 1.14 5.80
H27 2.04 2.03 3.98
H28 1.32 0.57 4.97
H29 1.94 1.90 1.41
H30 1.78 -0.38 -0.65
H31 1.85 -3.02 1.03
H32 2.01 -2.10 3.99
O1 0.48 -5.26 0.14
P2 -0.33 -6.53 -0.23
O2 -1.58 -5.70 -0.92
C17 -1.39 -5.26 -2.25
C18 -1.32 -6.43 -3.23
O3 -0.92 -6.67 1.33
C19 -0.28 -6.05 2.43
C20 -0.84 -4.66 2.67
O4 -1.23 -7.95 -0.63
C21 -2.07 -8.64 0.29
C22 -3.36 -7.90 0.59
H33 -0.48 -4.66 -2.32
H34 -2.24 -4.62 -2.51
H35 -0.44 -7.05 -3.04
H36 -1.27 -6.07 -4.26
H37 -2.20 -7.07 -3.12
H38 0.81 -6.04 2.31
H39 -0.48 -6.67 3.32
H40 -0.85 -4.05 1.76
H41 -0.27 -4.13 3.44
H42 -1.88 -4.72 3.00
H43 -1.51 -8.89 1.19
H44 -2.33 -9.59 -0.18
H45 -3.21 -6.87 0.93
H46 -3.92 -8.42 1.38
H47 -3.99 -7.84 -0.30
O5 -3.59 4.19 -2.92
P3 -2.12 4.64 -2.78
O6 -2.05 4.36 -1.15
C23 -1.83 3.02 -0.75
C24 -0.43 2.54 -1.12
O7 -2.57 6.25 -2.75
C25 -3.81 6.69 -3.27
C26 -4.87 6.70 -2.18
O8 -0.48 5.15 -2.62
C27 -0.09 6.51 -2.49
C28 -0.41 7.11 -1.13
H48 -2.59 2.37 -1.19
H49 -1.94 2.98 0.34
H50 -0.31 2.50 -2.21
H51 -0.24 1.54 -0.72
H52 0.33 3.23 -0.74
H53 -4.11 6.10 -4.14
H54 -3.67 7.72 -3.63
H55 -4.93 5.75 -1.64
H56 -5.86 6.92 -2.60
H57 -4.64 7.46 -1.43
H58 -0.50 7.11 -3.31
H59 1.00 6.54 -2.62
H60 -1.46 7.00 -0.84
H61 -0.18 8.19 -1.13
H62 0.17 6.63 -0.35
O9 -8.07 0.45 -2.27
P4 -7.38 -0.12 -1.00
O10 -8.32 0.73 0.06
C29 -9.61 0.19 0.34
C30 -9.51 -1.12 1.11
O11 -6.11 0.96 -1.15
C31 -5.81 1.60 -2.38
C32 -6.54 2.92 -2.49
O12 -6.61 -0.75 0.41
C33 -5.39 -0.22 0.94
C34 -5.56 1.13 1.62
H63 -10.16 0.04 -0.60
H64 -10.15 0.92 0.93
H65 -9.03 -1.90 0.51
H66 -10.50 -1.48 1.40
H67 -8.90 -0.99 2.01
H68 -6.01 0.94 -3.23
H69 -4.73 1.79 -2.39
H70 -7.62 2.83 -2.30
H71 -6.41 3.36 -3.49
H72 -6.16 3.63 -1.76
H73 -4.62 -0.20 0.17
H74 -5.04 -0.94 1.69
H75 -6.04 1.88 0.99
H76 -4.58 1.53 1.92
H77 -6.18 1.03 2.51

molecular weight = 861.95 g mol⁻¹
total energy = -4116.84332 Eh
LUMO level = -0.136 Eh
orbital gap = 0.230 Eh
highest occupied orbital energy = -9.967 eV
charge = +1

Results of the Löwdin charge analysis, in e, for atoms 1 through 6: number 1, S, carries 0.190; number 2, P, carries 0.433; number 3, N, carries -0.173; number 4, C, carries -0.230; number 5, C, carries -0.165; number 6, C, carries -0.203